{
  "formula": "H30O15",
  "method": "ωB97M-V/def2-TZVPD",
  "symbols": ["H", "H", "H", "H", "H", "H", "H", "H", "H", "H", "H", "H", "H", "H", "H", "H", "H", "H", "H", "H", "H", "H", "H", "H", "H", "H", "H", "H", "H", "H", "O", "O", "O", "O", "O", "O", "O", "O", "O", "O", "O", "O", "O", "O", "O"],
  "coordinates": [[-0.436302, 0.193347, -0.500597], [0.773907, -0.721764, -0.411114], [0.436912, 1.327667, 4.144380], [1.864949, 1.261958, 3.628206], [2.218558, -2.154225, -2.106692], [2.071261, -1.648331, -0.681063], [-3.455397, 1.840434, -3.369725], [-2.055748, 1.981185, -2.794212], [0.124023, 2.872981, 3.027024], [-0.734618, 3.053702, 1.786009], [-2.580315, 2.388028, -0.479662], [-1.615559, 3.460966, -0.957249], [2.868559, 0.378602, -0.557096], [2.121984, 0.817603, -1.806073], [0.691823, -2.191888, 3.179636], [1.851984, -2.298304, 4.155721], [-3.727253, -3.361211, -0.361924], [-3.708142, -2.499812, 0.890141], [-3.361159, -0.582657, 2.079764], [-1.922306, -0.907505, 2.446122], [-1.235311, -4.831742, 0.086848], [-0.388507, -4.314807, -1.064560], [1.781111, 3.773208, -0.100199], [2.263185, 3.765738, -1.541583], [-1.788774, -0.161833, -3.735023], [-1.425611, -1.447916, -4.459002], [1.056116, 2.529285, -2.037842], [-0.131764, 2.272122, -2.950449], [3.984114, -2.232289, 2.016377], [4.660671, -3.549715, 1.674766], [-0.054624, -0.511752, 0.034330], [1.119105, 0.702946, 3.873591], [2.734929, -1.889102, -1.337237], [-2.932447, 1.639426, -2.585435], [-0.654239, 3.340080, 2.702806], [-2.476307, 3.072541, -1.150195], [2.259143, 0.056529, -1.230796], [1.168135, -1.691065, 3.851419], [-3.938971, -3.382062, 0.578145], [-2.466101, -0.228375, 2.031322], [-0.731549, -4.061761, -0.200106], [2.082335, 4.359019, -0.803818], [-1.147767, -0.531113, -4.352870], [0.114306, 2.712664, -2.129253], [4.721662, -2.600803, 1.517170]],
  "atomic_forces_ev_per_a": [[0.02, -0.07, 0.06], [-0.48, 0.61, -0.01], [-0.11, -0.13, 0.18], [0.08, -0.05, 0.06], [0.09, 0.00, 0.09], [0.56, -0.90, -0.32], [-0.12, -0.14, -0.08], [-0.56, 0.19, 0.34], [-0.11, 0.07, -0.16], [-0.12, -0.07, 0.12], [-0.16, 0.02, -0.11], [0.00, 0.26, 0.19], [0.19, -0.05, 0.01], [-0.11, 0.17, 0.06], [0.01, 0.00, -0.06], [-0.11, -0.07, 0.09], [0.07, 0.03, 0.11], [0.12, -0.11, -0.12], [0.02, 0.21, 0.13], [0.17, 0.13, -0.11], [-0.04, 0.10, 0.08], [0.05, 0.05, 0.10], [-0.02, 0.15, 0.09], [0.20, 0.44, 0.06], [-0.19, 0.10, 0.14], [0.08, 0.10, -0.03], [-0.33, 0.02, -0.06], [0.14, -0.01, -0.09], [0.04, 0.02, -0.06], [0.04, 0.08, -0.11], [-0.34, -0.26, 0.22], [-0.02, 1.12, -0.10], [0.67, -4.52, 0.14], [-0.51, -2.67, -2.81], [0.21, 0.05, -0.06], [1.04, 2.25, 2.49], [-0.53, 4.88, -0.31], [0.19, -0.99, -0.11], [-0.09, 0.05, -0.03], [-0.27, -0.20, -0.02], [-0.02, -0.15, -0.16], [0.15, -0.28, 0.04], [0.02, -0.08, 0.04], [0.20, -0.28, -0.16], [-0.09, -0.05, 0.22]],
  "lumo_energy_ev": -0.509,
  "homo_ev": -9.88,
  "spin_multiplicity": 1
}